Record 1
C22H48N3O3Si4Tb | ωB97M-V/def2-TZVPD

Geometry as XYZ:
```
81
Properties=species:S:1:pos:R:3:mulliken_spin:R:1
H -0.754 0.918 -6.727 0.000
C -1.634 3.511 1.114 -0.001
C 2.910 -1.412 3.079 0.000
H -0.328 -1.158 -3.961 0.000
C -1.039 -0.185 -2.237 -0.013
H -0.625 -2.907 2.757 0.000
H -4.850 1.522 1.848 0.000
H 0.397 0.022 -5.907 0.000
H 2.316 -0.830 3.850 0.000
C 2.241 -0.483 0.180 -0.042
C 4.853 -1.844 -1.077 -0.003
H -2.029 -1.348 -3.774 0.000
H -1.548 -1.361 2.763 0.002
H -0.237 -1.521 3.902 0.000
H -0.183 4.989 1.535 0.000
H -2.119 -2.557 0.326 -0.001
H 0.877 1.957 2.162 -0.007
H -2.434 0.448 -5.141 0.000
C 2.045 -2.638 -1.950 -0.001
H 3.192 2.415 -1.587 0.000
O -1.241 -1.116 -1.383 -0.023
H 3.805 -0.841 2.887 0.000
H 5.167 1.632 0.014 0.000
C -1.372 0.453 -4.793 0.000
H -5.901 -1.187 2.721 0.000
C -3.944 2.115 1.698 0.000
H -4.697 3.949 2.542 0.000
H 2.531 -4.144 0.722 0.000
N -0.603 0.133 -6.034 0.000
C -2.753 1.436 1.216 -0.032
O -0.775 1.010 -1.872 -0.022
H 5.587 -1.123 -1.383 0.000
H 4.900 2.087 1.730 0.000
C -0.463 4.351 0.710 -0.004
Si 1.930 -1.676 1.476 -0.011
H 3.956 0.693 -2.887 0.000
H 5.042 -2.685 -1.753 0.000
O 0.261 -1.238 1.894 -0.047
H 0.439 3.741 0.480 0.002
Si 2.835 1.211 0.653 -0.020
C -4.805 -1.096 2.647 0.000
H 2.257 0.329 -3.159 0.000
C -2.713 4.172 1.672 0.000
C -3.841 3.465 2.031 0.000
Si 3.062 -1.164 -1.376 0.011
H 1.572 -2.528 -2.949 0.000
N -2.582 0.107 1.020 -0.039
H 1.449 2.298 -1.230 -0.004
C 2.414 2.462 -0.749 0.003
H -2.711 5.251 1.887 0.000
C -5.411 -0.573 -0.262 0.000
H 4.997 -2.102 -0.018 0.000
H 0.777 -4.002 0.892 0.000
H 3.553 -0.767 -3.672 0.000
Tb -0.402 0.283 0.259 6.280
H -0.638 4.918 -0.184 0.000
H -5.678 -1.516 -0.765 0.000
C 4.656 1.319 0.966 0.001
H 2.148 3.056 2.322 0.000
H 5.102 0.360 1.209 0.000
H -1.092 1.442 -4.481 0.000
C 1.930 1.947 2.226 0.008
C 3.220 -0.091 -2.908 0.000
H 1.810 -4.028 2.335 0.000
C -3.244 -2.613 0.427 0.002
H -4.459 -2.020 3.226 0.000
H -3.490 -3.377 1.166 0.000
H -3.603 -2.921 -0.554 0.000
H -5.135 0.190 -1.021 0.000
H 1.257 -2.953 -1.243 0.000
H 3.129 -2.395 3.501 0.000
H -4.530 -0.230 3.316 0.000
H 2.622 -3.549 -1.907 0.000
Si -4.022 -0.962 0.965 0.003
N -1.594 2.163 1.032 -0.041
H 2.403 3.492 -0.309 0.000
C -0.548 -1.803 2.900 0.000
C 1.737 -3.568 1.297 0.000
H -6.345 -0.217 0.277 0.000
H 2.218 1.473 3.127 0.000
C -1.228 -0.595 -3.709 -0.001
```

Results
**Multiplicity**: 7
**Gap between HOMO and LUMO (alpha / beta)**: 7.89 / 8.23 eV
**HOMO level (alpha / beta)**: -7.80 / -7.81 eV

Record 2
C22H48N8O7P2 | ωB97M-V/def2-TZVPD

Geometry as XYZ:
```
87
Properties=species:S:1:pos:R:3:mulliken_charge:R:1
N 1.296 -4.249 0.795 0.249
O 1.718 0.068 -6.152 -0.565
C -3.381 5.964 2.439 -0.947
H -6.022 6.242 -0.175 0.332
H 5.088 1.317 -4.767 0.432
C 2.046 0.898 -3.837 0.106
C -2.845 6.076 0.128 -1.079
H -7.277 5.001 -0.042 0.342
N 4.767 -3.296 -2.205 -0.457
H -2.645 5.502 -0.777 0.282
O 6.632 3.058 -2.993 -0.483
H 2.121 -6.107 4.978 0.331
H -1.904 6.548 0.421 0.352
H -3.671 1.666 3.361 0.405
H -1.093 2.837 -2.045 0.301
P -4.536 4.068 0.694 0.921
H -5.518 0.917 2.160 0.357
C -6.710 4.385 2.519 -0.948
O -0.764 0.789 -3.444 -0.473
H -2.574 2.466 2.220 0.234
C 2.588 -4.347 0.128 -1.068
H 1.085 2.584 -4.908 0.431
H 0.250 -6.378 0.141 0.268
C 2.838 -6.833 2.456 -0.943
N -3.350 5.215 1.196 0.120
O -3.618 3.259 -0.213 -0.827
H 3.370 -3.772 0.636 0.304
C 2.837 -5.492 4.415 -1.073
H -3.568 6.865 -0.122 0.324
N 3.212 -0.924 -4.652 -0.070
H -1.267 -7.099 3.266 0.350
H -0.308 -6.030 4.277 0.331
H -3.734 5.372 3.281 0.261
H -0.313 -2.890 0.920 0.393
C -0.793 -6.117 3.299 -1.089
H -4.345 1.004 0.827 0.319
O 1.850 -3.192 2.872 -0.856
C 3.476 0.950 -3.240 -0.172
H -7.299 6.431 1.015 0.353
H 3.897 -7.060 2.604 0.354
O 5.119 -1.024 -3.030 -0.313
H 2.910 -5.386 0.047 0.181
H 2.254 -7.620 2.952 0.326
C 1.174 2.160 -3.887 -0.714
H -2.370 6.294 2.696 0.351
H 4.269 2.860 -4.142 0.298
O -1.063 2.941 -3.013 -0.459
H -6.159 4.064 3.399 0.277
H -3.401 3.373 3.506 0.214
C -6.655 5.695 0.531 -1.079
H 1.534 2.965 -3.214 0.287
C -3.514 2.574 2.772 -0.959
C -0.281 1.863 -3.442 0.405
H 1.249 -2.127 0.592 0.304
C 4.981 -2.270 -2.622 0.617
N 2.542 -5.514 2.984 0.089
H 2.518 -3.992 -0.903 0.403
C 5.726 1.971 -2.809 0.261
N -4.654 2.821 1.900 0.158
H 0.404 -3.040 -0.680 0.347
N -5.820 4.983 1.524 0.038
C -5.131 1.551 1.358 -1.175
H 1.529 0.189 -3.143 0.328
C 0.635 -3.013 0.388 -1.214
H -1.569 -5.347 3.239 0.338
N 0.204 -5.969 2.217 0.061
H 3.441 1.388 -2.222 0.654
H 3.844 -5.865 4.610 0.343
H 2.654 -6.911 1.386 0.260
H 2.792 -4.476 4.808 0.308
C 3.795 -0.563 -3.363 -0.554
H -7.423 5.136 2.874 0.392
H -4.017 6.857 2.370 0.318
C 2.244 0.018 -5.103 0.044
H -1.037 -7.160 1.010 0.389
H 7.854 1.309 -2.560 0.283
H -5.953 1.719 0.655 0.382
H -7.280 3.541 2.121 0.289
P 1.210 -4.527 2.509 0.955
H 3.134 -1.017 -2.593 0.245
H 3.805 -1.340 -5.364 0.286
C -0.468 -6.227 0.943 -0.941
C 4.572 1.820 -3.934 -0.792
H 5.483 1.634 -1.772 0.477
C 7.172 1.698 -3.327 -0.687
H 7.369 1.694 -4.403 0.292
H -1.161 -5.429 0.663 0.287
```

Results
**Gap between HOMO and LUMO**: 7.39 eV
**HOMO level**: -7.91 eV
**SMILES string**: N#CO[C@@H]1NC(=O)[C@H](CC(=O)O)[C@@H]1C[C@H]1CO1.CN(C)P(=O)(N(C)C)N(C)C.CN(C)P(=O)(N(C)C)N(C)C

Record 3
C22H48NO13 | ωB97M-V/def2-TZVPD

Geometry as XYZ:
```
84
Properties=species:S:1:pos:R:3:mulliken_charge:R:1
O 4.988 1.577 3.635 -0.410
O 2.385 0.270 3.163 -0.365
H -4.457 -0.392 6.234 0.237
H 3.222 1.371 1.604 0.267
C 3.394 0.451 2.173 0.064
H 6.546 -0.339 -2.049 0.317
O 5.198 -1.865 -2.224 -0.391
H 5.530 0.506 1.991 0.275
H 4.974 -0.002 -1.301 0.254
C -4.008 -1.128 5.564 -0.696
O -1.895 -0.187 3.300 -0.299
H -1.989 -2.562 -6.080 0.352
H 4.966 -0.488 3.343 0.346
H -3.709 -3.341 -4.568 0.294
O -4.289 3.410 -2.416 -0.287
N -0.232 1.230 -1.406 -0.168
H -2.841 1.627 3.334 0.329
C -0.903 -2.060 -4.267 -0.059
H -2.551 -2.599 4.313 0.349
O 2.655 -0.385 -2.444 -0.141
H -1.103 1.682 3.688 0.152
H 1.853 -2.234 -2.169 0.217
H -0.189 -2.520 -3.575 0.114
H -5.532 1.626 -2.453 0.257
H -4.536 -2.079 5.683 0.314
C -6.112 2.995 -0.774 0.515
O -6.736 4.114 -1.339 -0.754
H 4.185 -0.082 -3.838 0.396
H -2.257 1.089 4.919 0.344
O -1.840 -4.236 -4.846 -0.382
O -3.472 4.689 -0.577 -0.540
O -2.644 -1.288 5.933 -0.384
H 0.260 4.508 -1.308 0.304
O -2.052 -1.585 -3.569 -0.342
H 5.740 0.706 5.351 0.332
H -1.740 2.835 -2.744 0.197
H 2.478 2.290 3.708 0.395
H -3.616 -5.092 -4.308 0.238
H -3.564 -4.451 -5.963 0.323
H -0.391 -3.308 -5.933 0.377
H -0.420 -1.187 -4.716 0.328
H -1.513 -1.873 -1.595 0.245
H 3.957 -3.412 -1.764 0.397
C -3.282 4.010 -1.612 0.480
C -3.258 -4.268 -4.929 -0.684
H -1.217 -2.665 5.474 0.381
C 1.753 1.495 3.520 -0.505
C 3.195 0.294 -3.569 -0.899
C -0.666 3.892 -0.983 -0.394
H -3.245 -2.012 -1.964 0.293
H -1.236 0.979 -1.406 0.180
H -0.447 -1.615 3.404 0.283
H 4.792 2.191 5.574 0.246
C -0.080 2.433 -0.579 0.193
C -1.894 -1.989 4.942 -0.683
C -1.762 3.823 -2.146 -0.448
O 0.572 2.324 0.504 -0.625
C -2.241 -2.245 -2.324 -0.792
C 4.788 0.443 2.793 -0.512
C -1.292 -3.031 -5.377 -0.712
C 4.857 1.257 5.013 -0.684
H -1.621 4.666 -2.928 0.296
C -2.025 1.118 3.851 -0.670
C 3.947 -2.319 -1.713 -0.513
H 1.176 1.328 4.432 0.282
H -4.221 1.683 -1.142 0.007
H 3.829 -2.033 -0.661 0.126
H -2.148 -3.329 -2.417 0.393
C 2.783 -1.800 -2.552 -0.294
H 1.069 1.800 2.724 0.043
H 0.316 0.481 -0.945 0.194
H 2.889 -2.103 -3.599 0.389
C -4.968 2.323 -1.725 -0.079
O -6.386 2.567 0.394 -0.704
H 3.314 -0.392 1.478 0.018
C -1.062 -1.030 4.095 -0.079
H -0.389 -0.436 4.722 0.125
H 2.517 0.191 -4.422 0.276
H 3.957 0.670 5.211 0.266
H -4.115 -0.773 4.536 0.314
H 3.281 1.353 -3.318 0.227
H 6.117 -1.138 -0.522 0.298
C 5.725 -0.777 -1.478 -0.678
H -1.024 4.356 -0.006 0.332
```

Results
**Net charge**: -1
**Gap between HOMO and LUMO**: 5.99 eV
**HOMO level**: -3.96 eV

Record 4
C22H48O14S5 | ωB97M-V/def2-TZVPD

Geometry as XYZ:
```
89
Properties=species:S:1:pos:R:3:mulliken_charge:R:1
H 7.523 -2.990 2.378 0.334
H -4.175 1.790 -1.612 0.012
H -5.031 3.406 -1.837 0.427
C 1.431 0.301 2.090 -0.520
O -6.124 -0.464 3.640 -0.391
H -3.104 4.262 -0.915 0.417
H 5.677 -1.171 -0.308 0.404
O 0.418 -0.782 0.359 -0.143
H -1.649 3.236 -1.195 -0.240
C 0.354 0.479 1.001 1.848
H -1.569 0.035 2.060 0.445
C 5.502 -0.465 0.503 -0.714
H 1.845 -3.559 -5.036 0.275
H 4.490 -0.580 0.891 0.079
O 1.535 4.626 -2.248 -0.692
C -7.233 0.497 1.834 -0.374
H -1.652 4.791 -1.940 0.348
O 1.980 -4.259 -2.361 -0.341
C 1.090 -1.539 -4.551 -1.123
H 5.689 0.544 0.145 0.366
H -4.195 -1.238 2.085 0.342
H -5.573 -1.440 1.027 0.407
O -8.101 0.006 2.831 -0.353
H -5.260 2.087 -2.921 0.357
C -2.991 -2.507 -3.924 -0.769
O -0.016 -5.222 -2.095 -0.550
H 3.495 2.463 -2.353 0.420
C -4.503 2.571 -2.302 -0.739
O 2.246 -0.798 1.625 -0.296
O -4.263 -0.904 -2.167 -0.564
C -7.453 -0.517 3.867 0.652
C 2.968 2.462 -1.402 -0.971
C 2.453 -3.109 -3.054 -0.299
C 1.459 -2.974 -4.199 0.488
H -1.012 1.751 2.154 0.493
H -3.922 -2.640 -4.469 0.403
O 1.932 -2.391 0.068 -0.544
H -2.217 -3.269 -3.966 0.272
H -2.546 -1.598 -4.346 0.139
H 0.386 3.037 -3.904 0.418
C -1.808 -1.760 -1.563 -0.308
H 1.809 -1.180 -5.300 0.455
C 0.672 -4.393 -2.587 0.666
H 1.863 2.017 -3.765 0.430
H 2.823 1.501 -0.912 0.148
H 3.479 -3.334 -3.344 0.332
H -1.964 -1.441 -0.538 0.014
C 0.930 2.331 -3.292 -0.587
C -1.016 0.834 1.571 -1.676
H -4.490 -0.032 0.788 0.142
S -3.453 -2.170 -2.203 0.404
H 4.146 2.589 4.224 0.334
C 6.962 -2.556 1.547 -0.971
S -3.070 3.326 -3.151 0.403
H 2.059 1.149 2.345 0.156
H 7.612 -2.689 0.683 0.350
S 6.736 -0.757 1.813 0.602
O -7.956 -0.883 4.879 -0.532
C 3.454 2.329 5.019 -0.870
H 3.508 3.133 -0.733 0.389
H 3.024 -0.105 7.780 0.329
H 0.424 1.398 -3.045 -0.181
C 3.009 0.830 7.221 -1.037
O 2.961 -0.360 4.891 -0.544
C 1.604 -1.415 0.650 0.407
H 0.077 -1.379 -4.908 0.291
S 3.807 0.635 5.639 0.504
O -2.122 2.286 -3.666 -0.526
H -1.345 -2.750 -1.485 0.250
C -2.317 3.994 -1.611 -0.418
H 2.434 2.425 4.635 0.234
H 1.302 -0.777 -3.794 0.027
H 3.455 1.607 7.841 0.389
H -7.358 -0.016 0.878 0.279
C -4.950 -0.694 1.521 -1.180
H -1.202 -1.142 -2.218 0.145
H 0.947 -0.055 3.000 0.278
H 0.763 1.234 0.327 -0.730
O 7.954 -0.110 1.205 -0.699
H -1.595 1.036 0.662 0.179
H -5.354 1.129 2.667 0.279
H -7.410 1.561 1.692 0.264
H 6.023 -3.108 1.509 0.294
C -5.835 0.183 2.404 0.455
S 1.335 3.239 -1.712 0.569
O 0.292 -3.469 -3.508 -0.192
H 2.497 -2.198 -2.455 0.045
H 1.946 1.050 7.093 0.315
H 3.456 3.027 5.856 0.368
```

Results
**Gap between HOMO and LUMO**: 8.84 eV
**HOMO level**: -8.89 eV

Record 5
C22H49BNO11P | ωB97M-V/def2-TZVPD

Geometry as XYZ:
```
85
Properties=species:S:1:pos:R:3:mulliken_charge:R:1
O 0.772 -0.358 -2.981 -0.481
H -2.365 -1.634 -1.166 0.107
H 2.098 -4.319 3.339 0.261
H 4.689 -2.857 4.082 0.352
H 6.641 -0.365 -3.200 0.295
H -1.933 3.852 1.942 0.394
H 3.369 -2.040 2.222 0.288
C -3.855 0.657 -1.235 1.302
H -5.071 1.060 -3.056 0.451
C -4.592 1.692 -2.216 -1.527
C -1.832 -0.980 -1.933 -0.477
H -2.426 5.151 -0.897 0.132
H 4.127 -4.372 4.820 0.390
H 6.525 -2.754 -1.511 0.312
H -5.609 4.328 -0.440 0.341
H 4.704 -4.008 1.752 0.279
O 0.603 -2.540 -1.359 -0.508
H 2.899 0.703 -0.866 0.213
O -3.282 -1.413 1.536 -0.514
C 8.068 0.329 -1.179 -1.362
C 3.804 -3.454 4.323 -1.374
O -1.627 0.470 1.744 -0.491
B -2.879 -0.045 1.264 1.243
H -2.584 6.672 1.861 0.308
O -2.702 2.942 0.106 -0.307
C 6.897 -0.636 -1.282 0.577
P 0.038 -0.955 -1.539 1.169
H -1.981 -1.770 3.254 0.255
C 0.567 -3.009 0.012 0.368
H -2.489 0.831 -3.039 0.444
H 7.709 1.358 -1.087 0.333
H 8.687 0.289 -2.080 0.348
H -0.810 -4.870 0.144 0.333
C 1.527 0.854 -2.722 -0.138
H -4.418 4.163 -1.589 0.195
H -1.743 -3.285 0.055 0.128
O 0.333 -0.010 -0.371 -0.647
H 7.971 -2.196 -2.336 0.372
C -2.034 5.314 0.172 -0.259
C -0.783 -3.756 0.446 -0.716
O 6.093 -0.289 -2.407 -0.484
H 0.794 -2.226 0.803 0.108
H -1.973 -1.474 -2.950 0.516
H -3.883 6.616 0.455 0.300
H 6.267 -0.546 -0.393 0.214
H -6.699 2.548 -2.260 0.323
H -0.723 3.528 0.562 0.160
C 3.000 -3.762 3.070 0.432
H -3.681 5.203 1.687 0.173
C -3.084 -1.770 2.927 -0.782
H 3.392 -0.434 -2.233 0.215
H 0.923 1.683 -2.203 0.060
H -0.805 -3.728 1.601 0.188
C -2.391 0.533 -1.929 -0.998
C -1.804 3.832 0.812 -0.681
O -4.645 -0.555 -1.370 -0.507
H -1.637 1.273 -1.482 0.018
H -1.040 -0.322 1.837 0.150
C -3.932 0.840 0.340 0.978
H -3.393 2.290 2.071 0.511
H -3.893 2.430 -2.740 0.543
H -3.731 -1.114 3.598 0.254
H -6.144 2.186 -0.550 0.300
H 4.141 -5.518 2.501 0.397
H 3.208 -2.867 5.026 0.322
H 3.232 -4.771 1.171 0.260
O -6.778 -1.105 -0.605 -0.593
C -3.673 2.323 0.969 -1.288
H -4.698 2.860 0.916 0.248
O 2.579 -2.541 2.464 -0.406
C -3.145 6.036 1.097 -0.874
C -5.780 2.549 -1.566 -0.365
N -5.416 4.011 -1.401 -0.696
H -3.448 -2.854 3.087 0.224
C 7.376 -2.072 -1.426 -1.330
H 1.792 1.289 -3.759 0.377
H 1.407 -3.796 0.102 -0.143
H 8.695 0.099 -0.314 0.372
C 3.818 -4.567 2.071 -1.194
H 7.982 -2.375 -0.568 0.368
O -5.200 0.184 0.710 -0.460
C 2.958 0.592 -2.009 -0.815
H -1.049 5.882 0.096 0.417
H 3.661 1.418 -2.398 0.333
C -5.688 -0.559 -0.399 0.465
```

Results
**Gap between HOMO and LUMO**: 9.42 eV
**HOMO level**: -8.97 eV
**SMILES string**: CCCOC[C@@]1(B(O)OC)OC(=O)O[C@]1(CCN)CCP(=O)(OCC)OCC.CC(C)O.CC(C)O

| no. | largest force on an atom (hartree/bohr) |
| --- | --- |
| 1 | 0.04922 |
| 2 | 0.14353 |
| 3 | 0.12280 |
| 4 | 0.04420 |
| 5 | 0.09315 |